Model i:
Below is a molecular structure, CH5N3, with properties calculated with ωB97M-V/def2-TZVPD.

Positions of all 9 atoms, in Å:
C (0.821, -0.998, -0.510)
N (-1.388, 1.600, 0.705)
N (-0.421, 1.377, 0.040)
N (0.135, -0.243, 0.555)
H (0.252, -1.945, -0.845)
H (0.961, -0.355, -1.332)
H (1.784, -1.165, -0.256)
H (-1.607, 2.594, 0.688)
H (-0.537, -0.864, 0.955)

Computed properties:
multiplicity = 1

Model ii:
Below is a single CH5N3 molecule, with properties calculated with ωB97M-V/def2-TZVPD.

Positions of all 9 atoms, in Å:
N (-0.689, -1.468, -0.055)
C (-0.044, -0.360, -0.028)
N (-0.699, 0.874, -0.103)
N (1.314, -0.242, -0.041)
H (-1.711, -1.345, 0.050)
H (-1.651, 1.113, 0.076)
H (-0.142, 1.744, 0.188)
H (1.712, 0.735, -0.122)
H (1.910, -1.051, 0.036)

Computed properties:
multiplicity = 1

model ii has the most favorable energy; the next structure is 3.608 eV above.

Model i:
Below is a single CH5N3 molecule, with properties calculated with ωB97M-V/def2-TZVPD.

Positions of all 9 atoms, in Å:
H (-0.925, -1.277, -0.158)
N (-1.652, -0.565, -0.050)
C (-0.967, 0.462, -0.011)
N (0.388, 0.644, -0.205)
N (1.336, -0.374, 0.022)
H (-1.368, 1.518, 0.174)
H (0.722, 1.523, 0.218)
H (1.134, -0.964, 0.822)
H (1.331, -0.967, -0.813)

Computed properties:
multiplicity = 1

Model ii:
Below is a single CH5N3 molecule, with properties calculated with ωB97M-V/def2-TZVPD.

Positions of all 9 atoms, in Å:
C (0.244, 0.511, 0.892)
N (-0.387, -0.634, -1.136)
N (-0.435, -0.669, -2.430)
N (0.186, 0.339, -0.584)
H (1.278, 0.559, 1.268)
H (-0.368, 1.327, 1.306)
H (0.023, -0.455, 1.276)
H (-0.736, -1.526, -0.694)
H (-0.101, 0.231, -2.869)

Computed properties:
multiplicity = 1

model i has the most favorable energy; the next structure is 1.981 eV above.

Model i:
Below is 2 unconnected molecules or ions with the total composition C3H5IO, with properties calculated with ωB97M-V/def2-TZVPD.

Positions of all 10 atoms, in Å:
C (-0.869, 0.671, -0.383)
C (-0.583, -0.556, -1.123)
C (1.059, 0.324, 1.000)
O (-1.627, 1.541, -0.211)
I (0.485, 0.226, 3.043)
H (-1.119, -1.375, -0.593)
H (-0.907, -0.506, -2.163)
H (0.469, -0.740, -0.986)
H (1.256, -0.620, 0.496)
H (1.837, 1.035, 0.919)

Computed properties:
multiplicity = 1

Model ii:
Below is a single C3H5IO molecule, with properties calculated with ωB97M-V/def2-TZVPD.

Positions of all 10 atoms, in Å:
C (1.233, 2.914, -0.892)
C (1.154, -0.723, -0.086)
C (1.043, -1.825, 0.937)
O (1.614, -0.982, -1.178)
I (0.903, 1.433, 0.481)
H (2.319, 2.755, -1.252)
H (0.410, 3.058, -1.681)
H (1.840, -1.676, 1.711)
H (0.040, -1.902, 1.414)
H (1.194, -2.847, 0.351)

Computed properties:
multiplicity = 1

model i has the most favorable energy; the next structure is 1.065 eV above.

Model i:
Below is a single CH3NO2S2 molecule, with properties calculated with ωB97M-V/def2-TZVPD.

Positions of all 9 atoms, in Å:
N (-0.337, -0.622, 0.529)
S (0.544, 0.799, 0.472)
O (0.003, 1.727, 1.429)
S (2.358, 0.305, 0.360)
C (0.014, 1.607, -1.154)
O (-1.090, 1.278, -1.523)
H (0.040, -1.294, -0.186)
H (-1.294, -0.184, 0.486)
H (0.680, 2.426, -1.644)

Computed properties:
multiplicity = 1

Model ii:
Below is 2 unconnected molecules or ions with the total composition CH3NO2S2, with properties calculated with ωB97M-V/def2-TZVPD.

Positions of all 9 atoms, in Å:
C (0.496, 0.830, 1.139)
N (-3.222, -0.477, -0.859)
O (-3.674, -1.502, -1.248)
O (0.022, 2.382, -1.069)
S (-3.111, 0.301, 0.507)
S (-0.444, 2.159, 0.330)
H (1.533, 1.213, 1.193)
H (0.103, 0.754, 2.161)
H (0.279, -0.112, 0.575)

Computed properties:
multiplicity = 1

model i has the most favorable energy; the next structure is 2.335 eV above.

Model i:
Below is a single CH3NO2S2 molecule, with properties calculated with ωB97M-V/def2-TZVPD.

Positions of all 9 atoms, in Å:
O (1.433, -0.111, 1.341)
N (0.822, -0.338, 0.141)
O (1.293, 0.447, -0.981)
C (-0.827, -0.125, 0.100)
S (-1.502, 0.444, 1.400)
S (-1.420, -0.513, -1.444)
H (0.945, 0.614, 1.991)
H (2.058, -0.111, -1.277)
H (-2.802, -0.307, -1.271)

Computed properties:
multiplicity = 1

Model ii:
Below is 2 unconnected molecules or ions with the total composition CH3NO2S2, with properties calculated with ωB97M-V/def2-TZVPD.

Positions of all 9 atoms, in Å:
C (1.580, -0.088, 0.034)
N (-1.186, -0.355, -1.153)
O (-3.040, 0.946, -0.193)
O (-1.267, 0.286, 1.379)
S (0.765, -1.605, -0.496)
S (-1.888, 0.228, 0.072)
H (0.952, 0.286, 1.005)
H (1.535, 0.698, -0.834)
H (2.550, -0.396, 0.185)

Computed properties:
multiplicity = 1

model i has the most favorable energy; the next structure is 0.283 eV above.

Model i:
Below is 4 unconnected molecules or ions with the total composition C2H6N2, with properties calculated with ωB97M-V/def2-TZVPD.

Positions of all 10 atoms, in Å:
C (1.571, -0.322, -0.024)
C (-1.909, -0.064, 0.021)
H (2.399, -0.040, 1.375)
H (2.217, 0.373, -1.198)
H (0.934, -1.754, -0.155)
H (0.115, 1.493, 0.110)
H (-2.079, 1.089, 0.064)
H (-2.789, -0.755, 0.087)
N (0.283, 0.470, -0.123)
N (-0.744, -0.490, -0.157)

Computed properties:
multiplicity = 1

Model ii:
Below is 2 unconnected molecules or ions with the total composition C2H6N2, with properties calculated with ωB97M-V/def2-TZVPD.

Positions of all 10 atoms, in Å:
C (-2.760, -4.951, 1.911)
N (-2.454, -3.805, 2.286)
H (-3.831, -5.111, 2.195)
H (-2.101, -5.536, 1.343)
H (-1.437, -3.693, 2.478)
C (2.669, 4.261, -2.277)
N (1.734, 5.052, -1.738)
H (2.359, 3.153, -2.385)
H (3.615, 4.633, -2.197)
H (2.206, 5.998, -1.616)

Computed properties:
multiplicity = 1

Model iii:
Below is 2 unconnected molecules or ions with the total composition C2H6N2, with properties calculated with ωB97M-V/def2-TZVPD.

Positions of all 10 atoms, in Å:
C (0.458, -4.461, -1.529)
N (1.071, -3.360, -1.636)
H (-0.416, -4.619, -0.882)
H (0.984, -5.350, -1.889)
H (0.561, -2.512, -1.862)
C (-0.798, 3.788, 1.318)
N (-0.579, 4.600, 2.268)
H (-1.288, 2.863, 1.615)
H (-0.298, 3.950, 0.369)
H (0.306, 5.101, 2.226)

Computed properties:
multiplicity = 1

Model iv:
Below is a molecular structure, C2H6N2, with properties calculated with ωB97M-V/def2-TZVPD.

Positions of all 10 atoms, in Å:
C (0.877, -1.005, 0.217)
N (-0.435, -0.829, -0.405)
C (-0.980, 0.266, -0.099)
N (-0.553, 1.650, -0.030)
H (0.866, -0.779, 1.291)
H (1.700, -0.412, -0.213)
H (1.187, -2.043, 0.122)
H (-1.985, 0.201, 0.331)
H (-1.111, 1.155, -0.953)
H (0.433, 1.796, -0.263)

Computed properties:
multiplicity = 1

model ii has the most favorable energy; the next structure is 0.141 eV above.

Model i:
Below is a single C2H6N2 molecule, with properties calculated with ωB97M-V/def2-TZVPD.

Positions of all 10 atoms, in Å:
C (1.584, -0.227, 0.384)
N (0.181, -0.741, 0.328)
C (-0.834, 0.108, 0.274)
N (-1.938, 0.257, -0.697)
H (2.089, 0.260, -0.525)
H (1.866, 0.464, 1.188)
H (2.233, -1.145, 0.426)
H (-0.633, 0.874, 1.037)
H (-2.893, -0.302, -0.711)
H (-1.654, 0.450, -1.705)

Computed properties:
multiplicity = 1

Model ii:
Below is 2 unconnected molecules or ions with the total composition C2H6N2, with properties calculated with ωB97M-V/def2-TZVPD.

Positions of all 10 atoms, in Å:
C (-1.727, 1.778, -0.393)
N (-0.744, 2.504, -0.668)
H (-2.160, 1.131, -1.153)
H (-2.203, 1.797, 0.599)
H (-0.418, 3.100, 0.082)
C (1.571, -2.043, -0.067)
N (0.801, -2.400, 0.856)
H (1.361, -2.423, -1.063)
H (2.475, -1.439, 0.041)
H (1.045, -2.004, 1.765)

Computed properties:
multiplicity = 1

model ii has the most favorable energy; the next structure is 1.194 eV above.

Model i:
Below is a single C2H6N2 molecule, with properties calculated with ωB97M-V/def2-TZVPD.

Positions of all 10 atoms, in Å:
H (1.338, -2.405, -0.057)
N (0.370, -2.205, -0.304)
C (0.133, -0.998, 0.064)
N (-0.100, 0.148, -0.660)
C (-0.341, 1.346, 0.156)
H (0.369, -0.843, 1.133)
H (-0.592, 0.065, -1.539)
H (-0.608, 2.221, -0.418)
H (0.569, 1.520, 0.733)
H (-1.139, 1.150, 0.891)

Computed properties:
multiplicity = 1

Model ii:
Below is a single C2H6N2 molecule, with properties calculated with ωB97M-V/def2-TZVPD.

Positions of all 10 atoms, in Å:
H (2.541, -1.404, -0.321)
N (1.992, -0.713, 0.187)
C (0.848, -0.524, -0.357)
N (0.146, 0.591, 0.001)
C (-1.318, 0.424, 0.211)
H (0.324, -1.071, -1.141)
H (0.512, 1.272, 0.641)
H (-1.602, 0.528, 1.257)
H (-1.779, 1.352, -0.166)
H (-1.663, -0.454, -0.312)

Computed properties:
multiplicity = 1

model ii has the most favorable energy; the next structure is 1.025 eV above.